Density functional theory data (wB97M-V/def2-TZVPD) for a cluster of 2 separate species, C36H37N2 in total in a non-equilibrium geometry.

Values from the calculation:
Relative energy (zero: lowest compared OMol25 entry of this formula, charge and spin) = 9.3 kJ/mol
LUMO = -4.826 eV
Electronic energy = -40906.49428 eV
HOMO-LUMO gap = 4.3 eV
HOMO energy = -9.16 eV

Structure (ORCA input):
```
! wB97M-V def2-TZVPD RIJCOSX def2/J DEFGRID3
* xyz 1 1
H -4.67614 1.28978 0.22601
H 1.63464 2.59856 -4.99414
N -0.39866 2.86531 -3.10628
H -1.73990 5.86113 2.89074
H 0.17480 -6.43925 -1.08862
N 0.19776 -5.18693 0.54551
C 0.68742 3.76559 -3.46210
H 0.56644 4.37680 -1.16086
C -0.01075 3.68238 -5.87616
C -3.75340 1.03073 -0.29579
H -3.12764 3.09157 -0.50085
C 2.78382 -2.76221 0.92774
C -0.88491 2.55934 2.70951
C 1.15238 3.57751 -4.89923
C 1.19505 -1.82315 3.78808
C -0.90137 4.88969 1.16845
H 1.90207 4.34468 -5.11398
H -0.80935 -2.54739 3.36507
C -1.35117 3.76024 3.25663
C -0.14819 3.62060 -0.82150
H -0.11492 1.57412 0.95090
H -1.43862 -5.87210 -0.58868
H -2.01704 2.90772 -6.10123
H -2.44074 -4.90277 1.48132
H 4.57143 -2.47161 -0.26291
C 1.78873 0.35749 4.72011
H -0.56636 0.16628 -2.32994
H 0.35723 4.81121 -3.32463
C -1.53285 2.82714 -4.03253
H -0.60667 -7.12947 0.35572
C 3.11733 -0.06227 4.88089
C -1.44192 0.40276 -1.72452
H 3.86541 0.63070 5.27053
C -1.36509 4.92443 2.47870
H 2.79485 -3.28615 3.80974
C -2.89081 2.04719 -0.69891
C 3.36664 -4.08230 -1.05219
H 1.50273 1.38265 4.96060
C -0.33006 -4.61098 1.64128
H -4.10387 -1.09900 -0.21342
H -1.81530 -4.53774 3.11103
H 1.53982 3.57337 -2.80279
H 2.96509 -1.90844 1.57978
H -0.88029 5.78784 0.55216
C -0.45919 -6.21654 -0.23262
C 2.52056 -2.26048 4.05504
H -0.22002 -0.24165 4.16771
C -1.60877 -5.07001 2.18089
C -1.70888 1.73618 -1.38144
H -2.17808 1.97602 -3.78385
H -0.80559 1.68093 -5.69464
C 0.24573 -2.63629 3.08480
C 1.67738 -3.57314 1.15935
H 4.47211 -1.75061 4.80615
C 1.42397 -4.60414 0.22370
H 1.95839 -5.67048 -1.56620
C -3.44291 -0.30666 -0.56091
H 0.33674 3.46262 -6.88921
C -2.27551 -0.61710 -1.26674
H -2.02122 -1.65617 -1.47921
C 2.22235 -4.87301 -0.87806
C 0.53431 -3.55614 2.07975
C -0.46873 2.50831 1.38754
C -0.50418 3.66577 0.58327
C -1.12366 2.71343 -5.49853
C -0.72096 2.78869 -1.75226
C 3.65834 -3.05446 -0.14074
H -1.57081 -6.14768 2.38654
H -1.69530 3.78660 4.28797
H 4.03006 -4.25625 -1.90357
H -2.12899 3.75248 -3.90019
H -0.40246 4.70725 -5.86772
C 3.46266 -1.39215 4.60574
H -0.85238 1.65183 3.31118
C 0.82743 -0.53217 4.25703
*
```

Density functional theory data (wB97M-V/def2-TZVPD) for a structure of composition C3H5HgO4 in a non-equilibrium geometry.

Values from the calculation:
Relative energy (zero: lowest compared OMol25 entry of this formula, charge and spin) = 0.0 kJ/mol
LUMO = -5.220 eV
Electronic energy = -15546.81219 eV
HOMO-LUMO gap = 9.2 eV
HOMO energy = -14.44 eV

Structure (ORCA input):
```
! wB97M-V def2-TZVPD RIJCOSX def2/J DEFGRID3
* xyz 1 1
C -0.49113 1.68729 -1.02999
H -0.18919 2.74782 -0.96103
O 0.18112 -2.22314 1.17573
H -2.14256 0.34167 -1.36223
H 3.02089 -1.26362 1.57790
C 1.28841 -2.26362 1.80527
O 0.34566 0.84011 -0.72180
H -2.06303 1.85703 -2.32171
O 2.12464 -1.29001 1.22336
Hg 0.69265 -0.92273 -0.17573
O 1.66584 -2.93228 2.73524
C -1.90830 1.40901 -1.31462
H -2.52500 2.01246 -0.63041
*
```

Density functional theory data (wB97M-V/def2-TZVPD) for a cluster of 4 separate species, C3H12O4 in total.

Values from the calculation:
Relative energy (zero: lowest compared OMol25 entry of this formula, charge and spin) = 79.3 kJ/mol
Structure (SMILES) = C/C=C/O.O.O.O
LUMO = 0.383 eV
Electronic energy = -11494.94001 eV
HOMO-LUMO gap = 9.6 eV
HOMO energy = -9.19 eV

Structure (ORCA input):
```
! wB97M-V def2-TZVPD RIJCOSX def2/J DEFGRID3
* xyz 0 1
C 1.99691 -0.18762 0.23983
H -0.12237 -0.01922 -0.00610
O -1.42880 2.15062 -0.09565
O -1.89569 -1.68739 1.41428
O -2.30813 -0.51715 -1.48325
H -0.04951 1.31952 1.83472
H -1.17288 -1.16349 1.79041
H -1.44544 3.04523 -0.44937
H 3.16732 0.34742 -1.41758
O 0.38592 0.45158 1.89395
H 2.75274 -0.21269 1.01684
C 0.76680 0.11636 0.59806
H 1.67727 -0.47274 -1.91401
H -1.86745 0.33819 -1.47733
C 2.45699 -0.43917 -1.15881
H -1.53909 -2.56733 1.25014
H -2.05946 -0.93136 -0.64143
H 3.01297 -1.38018 -1.21890
H -2.32809 1.80944 -0.17582
*
```